Version w
Entry from the Open Molecules 2025 dataset: an isolated molecule of C5H7NS (the ωB97M-V functional and the def2-TZVPD basis).

Values from the calculation:
- Charge: 0
- LUMO level: 0.281 eV
- Structure (SMILES): CC1=NC=CCS1
- HOMO level: -8.468 eV

```
14
Properties=species:S:1:pos:R:3:mulliken_charge:R:1
C -2.29057 -0.91044 -0.05359 -1.154
C -0.94184 -0.28601 0.08804 0.678
N 0.06882 -1.03090 0.16480 -0.533
C 1.43587 -0.84410 0.24277 -0.172
C 2.07943 0.30903 0.04175 -0.318
C 1.08287 1.52526 -0.15231 -0.827
S -1.06258 1.53265 0.12787 -0.184
H -2.22174 -1.80494 -0.66841 0.317
H -2.99806 -0.21732 -0.49859 0.390
H -2.66047 -1.20589 0.92866 0.258
H 1.95618 -1.77828 0.42518 0.383
H 3.12541 0.53552 0.04826 0.392
H 1.06995 1.83067 -1.19211 0.352
H 1.35672 2.34474 0.49767 0.419
```

=====

Version x
Entry from the Open Molecules 2025 dataset: an isolated molecule of C5H7NS (the ωB97M-V functional and the def2-TZVPD basis).

Values from the calculation:
- Charge: 0
- LUMO level: 0.571 eV
- HOMO level: -7.380 eV

```
14
Properties=species:S:1:pos:R:3:mulliken_charge:R:1
C 1.44099 0.10932 -0.83835 -0.454
C 1.32206 1.01915 0.23899 -0.194
C 1.15045 -1.23216 -0.73855 0.131
C 0.68522 0.60566 1.42122 -0.496
C -1.70849 -0.44329 0.36748 -0.873
N 0.48014 -1.87927 0.12472 -0.640
S -0.26540 -0.89473 1.43075 0.162
H 1.97588 0.25626 -1.70417 0.396
H 2.04265 1.79732 0.16150 0.378
H 1.57791 -1.89167 -1.62576 0.253
H 0.70128 1.01962 2.46231 0.340
H -2.60785 -0.91837 0.80338 0.340
H -1.81389 -0.94909 -0.63086 0.317
H -1.91758 0.60047 0.16694 0.340
```

=====

In eV, relative to the most stable structure: version w 0.000; version x 1.180.